Formula: C22H42IrNOP3S
Source: the OMol25 dataset
Level of theory: wB97M-V/def2-TZVPD

As for the charge: +4. As for the HOMO-LUMO gap (alpha / beta): 6.9118 / 5.5047 eV. The calculation puts the LUMO energy (alpha / beta) at -11.8 / -15.2 eV. Its multiplicity is 6. Its largest force on an atom is 3.741 eV/Å. The calculation puts the total energy at -2518.34808 a.u.

The geometry in XYZ format:
```
71
Properties=species:S:1:pos:R:3:forces:R:3
Ir -1.204032 0.073890 -1.032259 2.17 -0.73 2.27
P -1.140678 -0.549327 1.129590 -0.17 -1.44 3.45
P -1.375539 -1.781698 -2.357787 -0.06 0.77 -1.01
P -2.416418 1.910950 -0.641201 -1.45 1.46 -0.66
H 2.502386 2.759410 -0.647804 -0.32 0.58 0.15
C 1.815464 3.270703 0.042960 -1.24 -0.43 0.49
C 1.430684 2.632267 1.169940 0.20 -0.74 -1.70
H 1.737685 1.539266 1.238867 -0.43 1.63 0.66
C 0.113628 -1.685205 1.900730 -0.07 0.15 -0.33
C -2.610769 -1.650624 1.268134 0.21 0.24 0.05
C -1.405996 0.522562 2.631032 0.21 0.06 -0.40
C -0.555781 -1.480295 -3.945990 0.04 -0.53 -0.21
C -0.655446 -3.181379 -1.459314 0.03 -0.53 0.02
C -3.168857 -1.532596 -2.502324 -0.32 -0.55 -0.01
C -2.004644 3.372127 0.347239 0.49 0.00 0.19
C -3.927302 1.262353 0.082550 -0.27 0.13 -0.04
C -2.834692 2.559118 -2.279741 -0.51 0.30 0.18
H 1.302413 4.216861 -0.269256 1.17 -0.64 0.48
H 0.697254 3.059724 1.858444 0.45 -0.28 -0.02
H 0.969917 -1.115198 2.301467 -0.35 -0.26 -0.16
H 0.459891 -2.438108 1.176595 -0.11 0.20 0.39
H -0.434525 -2.178997 2.730438 0.58 0.23 -0.40
H -2.623049 -2.372418 0.439494 -0.26 0.14 0.48
H -3.523930 -1.041901 1.282063 0.18 -0.48 0.02
H -2.473326 -2.163838 2.233218 -0.45 0.00 -0.40
H -0.494572 1.105700 2.868091 -0.53 -0.31 -0.12
H -1.609952 -0.201127 3.444910 0.07 0.49 -0.31
H -2.265905 1.197368 2.511190 0.37 -0.26 0.19
H -0.982236 -0.602213 -4.447040 -0.11 -0.38 0.30
H -0.639653 -2.358084 -4.608844 0.07 0.24 0.21
H 0.500009 -1.266828 -3.730160 -0.25 -0.22 -0.15
H -0.845853 -4.128771 -1.985696 0.05 0.17 0.12
H -1.050769 -3.247396 -0.440363 -0.17 -0.08 -0.35
H 0.435179 -3.033860 -1.342174 -0.59 0.09 -0.47
H -3.595232 -2.241563 -3.215135 -0.33 0.05 0.09
H -3.343605 -0.491674 -2.829800 0.21 -0.61 -0.23
H -3.651141 -1.621238 -1.518823 0.04 -0.35 -0.30
H -2.811681 4.096908 0.173010 0.10 -0.15 0.03
H -1.046317 3.818771 0.049189 -0.33 -0.16 0.04
H -1.967251 3.136009 1.417932 0.00 0.05 -0.29
H -4.696969 2.022862 -0.070530 -0.18 -0.12 0.09
H -3.805918 1.083763 1.153511 -0.10 0.11 -0.19
H -4.223999 0.333192 -0.408574 -0.16 0.17 0.02
H -3.609417 3.313060 -2.128183 -0.10 0.05 -0.34
H -3.197470 1.760570 -2.937233 -0.05 0.20 0.16
H -1.966001 3.022133 -2.755706 -0.29 0.06 0.23
C 0.110135 2.275957 -3.848520 0.02 -1.44 1.27
C 0.166469 1.839529 -5.209480 -0.06 0.41 -1.37
C -0.162677 2.762479 -6.199418 0.53 -1.59 0.65
C -0.353868 4.090310 -5.824290 -0.56 0.70 -0.91
C -0.099933 4.568370 -4.541416 0.83 -0.35 2.33
C 0.215087 3.663365 -3.530606 -0.41 0.76 -0.20
O -0.106865 1.279170 -2.941038 0.72 2.37 -1.29
H -0.762490 1.458125 -1.914182 1.31 0.87 -2.17
H 0.469677 0.810328 -5.453647 -0.50 0.52 0.19
H -0.257501 2.460047 -7.242379 0.10 0.09 0.28
H -0.683637 4.812297 -6.552344 0.03 0.08 -0.35
H -0.125216 5.637357 -4.307036 0.01 -0.39 -0.27
H 0.502690 3.984316 -2.515884 -0.43 -0.21 -0.56
S 1.728996 -0.442430 -1.200503 0.93 -0.25 0.38
C 2.844455 -1.099759 -0.077100 0.29 0.02 -0.04
N 3.473003 -0.241309 0.797739 -0.64 -0.01 1.29
C 3.980250 -0.642901 1.997545 0.00 0.23 -1.67
C 4.074136 -2.000525 2.271551 -0.11 -0.71 -0.63
C 3.633152 -2.929686 1.307684 0.54 0.05 0.37
C 3.067961 -2.478318 0.115665 -0.54 0.14 0.05
H 3.318074 0.764022 0.642313 0.38 -0.48 0.06
H 4.344671 0.136038 2.645555 0.11 0.13 0.16
H 4.547223 -2.337313 3.184100 -0.12 0.05 0.12
H 3.747728 -4.008387 1.495890 -0.04 0.58 -0.12
H 2.685031 -3.166570 -0.636768 0.19 0.09 0.23
```
Forces are in eV/Å.

Mulliken population analysis, charges in e, atoms 1 to 8:
1. Ir 0.22
2. P 0.76
3. P 0.39
4. P 0.58
5. H 0.26
6. C -0.50
7. C 0.06
8. H -0.72